Entry 1:
Below is 6 unconnected molecules or ions with the total composition C48H107N7O15 in a non-equilibrium geometry, with properties calculated with the ωB97M-V functional and the def2-TZVPD basis.

Output
Gap between HOMO and LUMO = 0.3309 Eh
Structure (SMILES) = [H]/N=C/C[C@]1(CCCCCOCC)OC(=O)O[C@@H]1CCCCNC(C)=O.COCCNCCOC.COCCNCCOC.COCCNCCOC.COCCNCCOC.COCCNCCOC

Structure (ORCA input):
```
! RIJCOSX wB97M-V def2-TZVPD def2/J DEFGRID3
* xyz 0 1
C 6.87568 -4.27929 -0.44962
C 6.33832 -3.64762 -1.73987
O 5.20346 -2.84162 -1.49835
C 3.97379 -3.42514 -1.91573
C 2.83522 -3.02912 -0.98188
C 1.91183 -1.95030 -1.56906
C 1.71470 -0.75509 -0.62564
C 0.56446 -0.85715 0.38907
C -0.71802 -1.57903 -0.06069
C -1.27733 -0.85764 -1.26112
C -2.41519 -1.52441 -1.97386
N -3.40901 -0.82100 -2.34252
O -0.54075 -2.98790 -0.25630
C -0.33497 -3.46328 1.01830
O 0.46534 -4.32648 1.31948
O -1.16919 -2.80292 1.85635
C -1.61964 -1.61151 1.21009
C -3.13763 -1.59406 1.08707
C -3.74113 -2.92635 0.64219
C -5.13275 -2.78840 0.02659
C -5.83095 -4.14750 -0.09364
N -6.55263 -4.28745 -1.38649
C -7.96151 -4.48305 -1.20435
C -8.84425 -3.30907 -1.52323
O -8.43781 -5.53614 -0.82031
H 6.22207 -4.03348 0.37860
H 6.97842 -5.35687 -0.52362
H 7.86148 -3.88813 -0.21823
H 7.10993 -3.00094 -2.15197
H 6.13836 -4.41517 -2.48317
H 3.77258 -3.06967 -2.92910
H 4.05663 -4.50825 -1.97853
H 3.29357 -2.67007 -0.06593
H 2.28624 -3.93334 -0.73759
H 2.43986 -1.57794 -2.44550
H 0.98757 -2.37777 -1.93413
H 2.63876 -0.63255 -0.06802
H 1.62428 0.13823 -1.23887
H 0.94427 -1.25917 1.32581
H 0.24388 0.15281 0.63050
H -1.61705 0.12769 -0.96026
H -0.50169 -0.69874 -2.00704
H -2.36237 -2.58553 -2.20984
H -4.08607 -1.38685 -2.84998
H -1.36093 -0.75552 1.82728
H -3.51535 -1.39500 2.08798
H -3.45445 -0.77310 0.45291
H -3.11659 -3.43907 -0.08618
H -3.79599 -3.58737 1.50492
H -5.73288 -2.06017 0.56614
H -5.00464 -2.41636 -0.98354
H -5.08286 -4.92966 -0.02765
H -6.52657 -4.26815 0.73181
H -6.22401 -5.12308 -1.85354
H -9.35882 -2.96637 -0.63022
H -8.29228 -2.47845 -1.94437
H -9.60609 -3.61696 -2.23128
C 9.25965 2.55236 -4.61761
O 9.06905 1.22420 -4.16382
C 9.18552 1.05805 -2.75776
C 7.84673 0.73547 -2.12925
N 6.95030 1.88413 -2.16745
C 5.56999 1.58361 -1.79864
C 4.78657 0.60940 -2.67163
O 4.48839 1.10513 -3.96582
C 5.50586 0.93507 -4.93408
H 9.32123 2.52822 -5.70327
H 8.42536 3.20340 -4.33295
H 10.19120 2.97352 -4.22967
H 9.63119 1.94259 -2.29347
H 9.86097 0.21453 -2.58678
H 8.00418 0.44503 -1.08617
H 7.43515 -0.13354 -2.66104
H 6.95823 2.27633 -3.09881
H 5.02458 2.53067 -1.79448
H 5.56221 1.20946 -0.76960
H 3.82137 0.45541 -2.18194
H 5.25500 -0.37981 -2.73258
H 6.08446 0.02420 -4.76063
H 6.18124 1.79446 -4.96743
H 5.02285 0.85945 -5.90883
C -3.31810 0.38335 7.94435
O -1.94951 0.47738 8.28435
C -1.34703 -0.75108 8.67268
C -0.34971 -1.22142 7.63572
N -1.01425 -1.65495 6.41362
C -0.11799 -1.88401 5.28196
C 0.66222 -0.68854 4.74371
O -0.14851 0.29328 4.12031
C -0.75656 1.22755 5.00042
H -3.69604 1.39841 7.83315
H -3.47142 -0.14848 6.99897
H -3.88856 -0.11806 8.73179
H -2.10258 -1.51820 8.86493
H -0.81322 -0.56517 9.60893
H 0.21980 -2.06162 8.04392
H 0.35047 -0.39312 7.46132
H -1.69457 -0.95749 6.14564
H -0.72561 -2.26962 4.46015
H 0.58765 -2.67629 5.55095
H 1.33046 -1.06246 3.96220
H 1.30488 -0.22853 5.50381
H -0.13100 1.43092 5.87297
H -1.74083 0.88125 5.32574
H -0.90688 2.15811 4.45759
C 9.53583 3.06181 -12.17368
O 10.34095 4.20733 -11.97670
C 9.64407 5.44242 -12.07707
C 9.54685 6.12980 -10.73206
N 8.65216 5.41390 -9.83188
C 8.68168 5.87595 -8.44716
C 9.98630 5.74650 -7.66694
O 10.36946 4.41372 -7.38416
C 11.08108 3.75082 -8.41395
H 10.20194 2.20369 -12.24454
H 8.84396 2.89639 -11.34066
H 8.96316 3.13512 -13.10262
H 8.65194 5.29883 -12.51430
H 10.21782 6.08282 -12.75272
H 9.16338 7.14364 -10.87964
H 10.56648 6.21041 -10.33168
H 8.88733 4.43101 -9.84932
H 7.91898 5.31256 -7.90411
H 8.37090 6.92536 -8.42777
H 9.82572 6.21757 -6.69365
H 10.81381 6.28864 -8.13966
H 11.70081 4.44143 -8.99043
H 10.40831 3.21318 -9.08778
H 11.72977 3.01269 -7.94178
C -13.30429 -5.22240 0.83394
O -12.58888 -6.42290 1.03411
C -11.18170 -6.30931 0.83610
C -10.42869 -6.44153 2.14075
N -10.64145 -5.28133 2.99945
C -10.14057 -5.43157 4.36257
C -10.74977 -6.51767 5.24391
O -12.09713 -6.28850 5.60828
C -13.06547 -6.71342 4.66732
H -14.36512 -5.46839 0.84163
H -13.11278 -4.49024 1.62669
H -13.05927 -4.77147 -0.13261
H -10.92370 -5.37517 0.33229
H -10.88398 -7.12960 0.17936
H -9.36112 -6.52963 1.92145
H -10.75589 -7.37627 2.61598
H -11.63141 -5.08114 3.04019
H -10.29480 -4.47590 4.86966
H -9.05858 -5.59248 4.31556
H -10.18928 -6.52169 6.18241
H -10.63652 -7.51879 4.81113
H -12.73802 -7.59922 4.11778
H -13.31711 -5.91857 3.95967
H -13.97227 -6.96229 5.21886
C 0.31561 8.31273 5.68827
O -1.01404 8.36845 6.16609
C -1.96108 8.84758 5.22035
C -2.89915 7.74608 4.77575
N -2.20902 6.75838 3.95613
C -2.97838 5.54879 3.68034
C -3.38666 4.66536 4.85525
O -2.30893 4.01041 5.49740
C -1.63183 4.76823 6.48501
H 0.95935 8.10115 6.54027
H 0.45303 7.52065 4.94412
H 0.61987 9.26808 5.25131
H -1.46149 9.30465 4.36153
H -2.54929 9.62399 5.71731
H -3.71083 8.18723 4.18987
H -3.33813 7.30537 5.68105
H -1.34775 6.49559 4.41542
H -2.37996 4.93508 3.00252
H -3.88223 5.83295 3.13208
H -4.01635 3.86731 4.45241
H -3.99929 5.20106 5.59008
H -2.30370 5.45877 6.99982
H -0.79079 5.32353 6.06067
H -1.22752 4.06650 7.21531
*
```

=====

Entry 2:
Below is 2 unconnected molecules or ions with the total composition C5H9N2 in a non-equilibrium geometry, with properties calculated with the ωB97M-V functional and the def2-TZVPD basis.

Output
Gap between HOMO and LUMO (alpha / beta) = 0.3412 / 0.2121 Eh

Structure (ORCA input):
```
! RIJCOSX wB97M-V def2-TZVPD def2/J DEFGRID3
* xyz 1 1
C -1.66556 -0.72171 -0.09036
C 3.15676 0.16403 0.92851
C 2.88002 0.36254 -0.50509
C -0.96285 -1.85203 0.07305
C -3.44538 1.06415 -0.28209
N 1.91651 -0.32107 0.32338
N -2.37594 0.20903 -0.33428
H -1.19952 -2.74126 -0.52549
H 3.82420 -0.63784 1.28424
H 3.05116 1.05949 1.50158
H 2.75586 1.39874 -0.69318
H 3.23534 -0.32253 -1.27531
H -0.04427 -1.86353 0.59866
H -3.41738 1.78484 0.55103
H -4.38724 0.61699 -0.47268
H -3.32172 1.80015 -1.08196
*
```

=====

Entry 3:
Below is a molecular structure, C4H6BrN in a non-equilibrium geometry, with properties calculated with the ωB97M-V functional and the def2-TZVPD basis.

Output
Gap between HOMO and LUMO = 0.3857 Eh

Structure (ORCA input):
```
! RIJCOSX wB97M-V def2-TZVPD def2/J DEFGRID3
* xyz 0 1
C -1.15705 1.27628 -1.21346
C -1.46095 -0.04188 -0.47650
C -0.22898 0.46558 0.38084
C 0.97004 -0.42288 0.71524
N -0.07712 1.48005 -0.66321
Br -3.22916 -0.06694 0.31801
H -1.46347 1.61705 -2.16721
H -1.18099 -0.88470 -0.97781
H -0.49522 1.09804 1.33360
H 1.38305 -0.39728 1.74484
H 1.83798 -0.23841 -0.02615
H 0.72978 -1.46178 0.53859
*
```

=====

Entry 4:
Below is a molecular structure, C32H50AuP2 in a non-equilibrium geometry, with properties calculated with the ωB97M-V functional and the def2-TZVPD basis.

Output
Gap between HOMO and LUMO (alpha / beta) = 0.2751 / 0.1880 Eh

Structure (ORCA input):
```
! RIJCOSX wB97M-V def2-TZVPD def2/J DEFGRID3
* xyz 1 3
Au -0.32273 -0.89476 -0.23509
C 0.39364 1.87679 1.67673
C 1.29655 2.26419 0.66152
C -0.84355 2.43276 -0.17496
C -0.92321 2.10938 1.20745
C 0.53596 2.58014 -0.49592
C 0.76483 1.53585 3.05854
H 1.71127 0.98034 3.08483
H 0.00266 0.93793 3.57533
H 0.90577 2.46926 3.62878
C -2.06240 2.27838 2.11330
H -1.76909 2.01338 3.13497
H -2.96029 1.72569 1.82738
H -2.27911 3.35635 2.13405
C -1.93079 2.67334 -1.13421
H -2.07341 3.75845 -1.27181
H -2.88415 2.22215 -0.83462
H -1.65404 2.28557 -2.12987
C 1.07622 3.13670 -1.74965
H 1.19164 4.23669 -1.70662
H 0.40735 2.92105 -2.59569
H 2.07281 2.70685 -1.93232
C 2.73035 2.51967 0.89286
H 2.87439 3.47196 1.43323
H 3.26155 2.59963 -0.06098
H 3.16517 1.72019 1.51081
C 3.11583 -2.09849 -0.17840
C 3.55247 -1.16866 0.69310
C 5.01282 -0.78788 0.76316
C 5.58671 0.06026 -0.41398
C 4.62265 0.37080 -1.53573
C 4.21648 -0.57844 -2.39019
C 4.69716 -2.00576 -2.26575
C 4.07026 -2.82593 -1.09525
H 5.63568 -1.69753 0.83716
H 6.48218 -0.46128 -0.80093
H 5.17150 -0.20284 1.68446
H 4.91169 -3.24018 -0.51074
H 2.06521 -2.41128 -0.22329
H 2.89226 -0.69136 1.42614
H 3.53114 -3.67378 -1.54927
H 4.45739 -2.53090 -3.20584
H 3.59977 -0.36288 -3.26813
H 5.79794 -2.04114 -2.15491
H 5.94116 1.01749 0.00276
H 4.35170 1.42612 -1.64135
P -0.61083 -1.90723 1.91128
C -1.96768 -1.29854 2.95966
H -2.32454 -2.12555 3.59881
H -2.75978 -0.96056 2.28545
H -1.63519 -0.45374 3.58600
C -1.19855 -3.50128 1.23638
H -1.59624 -4.13214 2.04160
H -0.34144 -3.97731 0.73612
H -1.97170 -3.27287 0.48909
C 0.70817 -2.26601 3.10236
H 1.52248 -2.80119 2.58943
H 0.27103 -2.89472 3.89939
H 1.07554 -1.31621 3.52968
P -0.39174 -0.93376 -2.58244
C 0.23959 0.31756 -3.74418
H 0.45811 -0.15234 -4.72080
H 1.14718 0.79459 -3.33982
H -0.54684 1.08122 -3.89302
C 0.21429 -2.61316 -2.95397
H 1.29185 -2.58840 -3.17934
H -0.35231 -3.01561 -3.80662
H 0.03846 -3.22915 -2.05576
C -2.17279 -0.99195 -2.98938
H -2.27297 -1.16221 -4.07534
H -2.62055 -0.03026 -2.68762
H -2.64469 -1.79803 -2.40728
C -2.29081 -0.50336 -0.07363
C -3.40947 -0.05492 0.19664
C -4.72951 0.35385 0.53509
C -5.45498 1.20025 -0.33973
C -6.71452 1.66755 0.04720
C -7.30097 1.21976 1.23689
C -6.57774 0.37408 2.09627
C -5.25822 0.02714 1.80349
H -5.01298 1.50105 -1.29646
H -7.24787 2.36477 -0.59751
H -8.30254 1.55586 1.52154
H -7.03565 -0.01024 3.01023
H -4.62302 -0.48115 2.53920
*
```

=====

Entry 5:
Below is 2 unconnected molecules or ions with the total composition C21H26N7O5 in a non-equilibrium geometry, with properties calculated with the ωB97M-V functional and the def2-TZVPD basis.

Output
Gap between HOMO and LUMO = 0.3068 Eh

Structure (ORCA input):
```
! RIJCOSX wB97M-V def2-TZVPD def2/J DEFGRID3
* xyz -1 1
O 0.50620 1.35356 -2.36906
O -2.67186 4.30141 0.82465
O -2.82906 4.04887 -3.74887
O -1.62594 2.38816 1.20230
N -0.74734 -5.23683 0.54783
N -1.46660 -4.31427 3.90178
N 0.08728 -2.69004 3.15892
O 0.46267 0.99295 1.13968
C -0.35879 2.16948 -2.07769
C -2.48182 3.08382 0.61903
C -2.95135 3.94640 -2.53075
C -1.60741 -6.16317 0.90908
C -0.71520 -3.21922 4.08254
C -1.37938 -4.87443 2.70754
C 0.12533 -3.27425 1.97106
C 6.25136 -2.23944 0.14483
C 5.81472 -1.02868 0.69149
C 5.34660 -3.06635 -0.52941
C 4.47587 -0.64633 0.55983
C 4.00756 -2.68043 -0.65999
C -0.60092 -4.41871 1.68291
C 3.56370 -1.46560 -0.12019
N -2.01307 -5.97084 2.21626
N -3.15626 5.02910 -1.76999
N 0.87085 -2.72213 0.95841
N -1.63611 1.79340 -2.13284
C 0.04517 3.58495 -1.72163
C -3.23588 6.40885 -2.24673
C 0.04424 -0.35816 0.91970
C 2.13533 -1.01003 -0.29363
C 1.26726 -1.29505 0.94770
C -3.36882 2.40789 -0.42615
C -2.88858 2.53665 -1.88873
H -0.34528 1.59442 1.19180
H -1.95074 -6.96545 0.26260
H -0.75528 -2.72962 5.05151
H 7.29007 -2.53733 0.24644
H 6.51010 -0.38139 1.21671
H 5.68106 -4.00851 -0.95194
H 4.13646 0.29602 0.98177
H 3.30937 -3.32488 -1.18433
H -2.69223 -6.51866 2.72811
H -3.15439 4.88920 -0.75973
H 0.66970 -3.15904 0.06647
H -1.73852 0.82544 -2.37880
H -0.24591 4.25881 -2.52311
H 1.12438 3.61368 -1.59334
H -0.42103 3.88519 -0.78796
H -3.07141 6.45474 -3.32417
H -2.47291 7.00634 -1.74629
H -4.21919 6.81943 -2.01748
H -0.47028 -0.43896 -0.04322
H -0.66853 -0.63093 1.70236
H 1.68795 -1.48070 -1.17381
H 2.15013 0.06657 -0.49266
H 1.84279 -1.06580 1.85259
H -4.37575 2.82316 -0.35477
H -3.44738 1.34602 -0.18455
H -3.64290 1.99077 -2.45408
*
```

=====

Entry 6:
Below is 2 unconnected molecules or ions with the total composition C32H31BrF5N2O2S in a non-equilibrium geometry, with properties calculated with the ωB97M-V functional and the def2-TZVPD basis.

Output
Gap between HOMO and LUMO = 0.2149 Eh

Structure (ORCA input):
```
! RIJCOSX wB97M-V def2-TZVPD def2/J DEFGRID3
* xyz 1 1
C -3.67756 2.83921 4.40977
S -3.12701 1.93364 2.91005
C -3.87362 3.10890 1.74809
C -1.45795 2.32124 2.78140
C -0.46132 1.30671 2.61254
C 0.96406 1.63811 3.00445
C 1.44062 2.94238 3.22883
C 2.75480 3.16314 3.66505
C 3.63288 2.08141 3.81839
Br 5.41395 2.33645 4.37616
C 3.19055 0.78430 3.52245
C 1.87043 0.57599 3.12774
O -0.74249 0.17831 2.14424
H -4.77205 2.76818 4.41701
H -3.24633 2.32664 5.27566
H -3.35739 3.88730 4.36442
H -4.95598 3.15808 1.91781
H -3.41066 4.09865 1.83644
H -3.65848 2.67901 0.77053
H -1.19111 3.29041 3.21067
H 0.77967 3.79123 3.06752
H 3.10151 4.16481 3.90073
H 3.87486 -0.04667 3.63420
H 1.53055 -0.43643 2.92993
C 0.25673 -5.08305 -1.82482
N 0.50950 -3.70613 -1.46794
C 1.71131 -3.31002 -0.95415
O 2.64878 -4.04453 -0.65108
C 1.64901 -1.79123 -0.78542
C 2.65169 -1.07908 -1.68206
C 4.04523 -1.40993 -1.25522
C 4.89732 -2.21138 -2.01498
F 4.49480 -2.62460 -3.24308
C 6.12314 -2.65501 -1.52838
F 6.90919 -3.45665 -2.27406
C 6.53201 -2.26382 -0.25296
F 7.70694 -2.69655 0.23776
C 5.72650 -1.41526 0.50770
F 6.12439 -1.00129 1.72991
C 4.50983 -0.99667 -0.01166
F 3.71982 -0.18085 0.74593
N 0.24841 -1.50624 -1.07635
C -0.23692 -0.27115 -0.89246
C -1.48585 0.15114 -1.32108
C -2.13359 1.27387 -0.82533
C -3.33267 1.78536 -1.45138
C -3.60716 3.18106 -1.41266
C -4.69318 3.72161 -2.09348
C -5.50831 2.90119 -2.88254
C -5.26002 1.51974 -2.93556
C -4.22843 0.95291 -2.18652
C -0.42236 -2.61937 -1.76353
C -0.48159 -2.36464 -3.27687
C -1.81549 -2.95803 -1.22243
H 1.15286 -5.67453 -1.62107
H -0.58222 -5.48085 -1.24098
H 0.00002 -5.15577 -2.88842
H 1.86789 -1.52855 0.25853
H 2.49506 -1.38603 -2.72271
H 2.47717 0.00112 -1.60676
H 0.42640 0.41518 -0.36246
H -1.96008 -0.39879 -2.13768
H -1.62072 1.84893 -0.05223
H -2.93219 3.82626 -0.83867
H -4.91169 4.78441 -1.98546
H -6.32873 3.33770 -3.45513
H -5.90440 0.88403 -3.54603
H -4.08990 -0.13410 -2.16441
H 0.52832 -2.23989 -3.68685
H -0.96840 -3.20523 -3.78359
H -1.05305 -1.46127 -3.49758
H -1.76098 -3.15657 -0.14528
H -2.52830 -2.15197 -1.40419
H -2.18804 -3.85644 -1.72839
*
```